Entry from the OMol25 dataset: a structure of composition C12H23BaN2O2P2S in a non-equilibrium geometry (ωB97M-V/def2-TZVPD).

Cartesian coordinates (Å):
Ba -0.9731 0.1877 0.2344
P -0.6046 2.5831 -1.2704
C 0.6716 1.7130 -2.2068
C 1.8172 0.9226 -1.5021
N 1.5658 0.3456 -0.3185
C 2.4067 -0.4430 0.3615
C 3.6899 -0.6105 -0.1348
C 4.0040 -0.0143 -1.3572
C 3.0718 0.7425 -2.0649
C 1.9394 -1.0208 1.7327
P 0.2753 -1.5480 2.0972
H 3.2778 1.2259 -3.0309
H 4.3980 -1.2081 0.4525
H 4.9903 -0.1428 -1.7640
H 2.4380 -1.9812 1.8948
H 2.2335 -0.3003 2.5217
H 0.1619 1.0115 -2.9284
H 1.1060 2.5578 -2.7409
H -2.4629 -2.7411 -2.5684
O -2.2640 -2.5844 -3.5293
H -1.9278 -3.4240 -3.8047
H -3.4229 -3.6678 1.2774
O -3.7924 -4.3053 0.6405
H -4.4398 -4.7801 1.1753
C -0.1155 -3.0759 1.2508
H 0.5552 -3.7000 1.8508
H -1.1837 -3.3348 1.3599
H 0.1570 -3.0534 0.1797
C -0.1763 -1.4368 3.8103
H -1.2522 -1.6590 3.9128
H 0.5035 -2.2355 4.1289
H 0.0663 -0.4277 4.1919
C 0.0554 4.0434 -0.4984
H 0.2793 4.6095 -1.4056
H -0.7163 4.4994 0.1397
H 0.9491 3.8107 0.1011
C -2.0824 2.8003 -2.2698
H -2.8734 3.2404 -1.6370
H -1.6553 3.4885 -3.0082
H -2.4146 1.8301 -2.6916
S -3.6662 3.5510 3.2616
C -2.6861 2.6101 2.3867
N -1.9033 1.9218 1.7697

## Properties
- Orbital gap: 0.2494 Eh
- Total charge: +1
- Energy relative to the best compared isomer or geometry (same formula, charge and spin): 105.7 kcal/mol
- Calculated total energy: -49991.61779 eV
- LUMO: -3.1 eV


Entry from the OMol25 dataset: a structure of composition C12H23HgN2O3P2 in a non-equilibrium geometry (ωB97M-V/def2-TZVPD).

Cartesian coordinates (Å):
Hg -0.5922 0.4431 1.6999
P 1.8875 -0.5185 1.0579
C 2.1441 -1.0589 -0.6179
C 0.9959 -1.2975 -1.4266
N -0.2129 -0.7783 -1.0039
C -1.3509 -1.3175 -1.4285
C -1.3898 -2.2702 -2.4602
C -0.1837 -2.6530 -3.0640
C 1.0088 -2.1252 -2.5947
C -2.6549 -0.8722 -0.7656
P -2.4422 0.6741 0.2103
H 1.9793 -2.3832 -3.0137
H -2.3590 -2.6687 -2.7588
H -0.1918 -3.3683 -3.8880
H -3.4265 -0.6977 -1.5378
H -3.0282 -1.6506 -0.0733
H 2.0198 1.3194 -1.8797
H 3.1082 -0.9514 -1.1355
H 0.6856 2.9739 -0.7191
O 2.0328 2.2696 -1.9256
H 2.9632 2.4900 -2.1335
H 0.2246 2.2226 0.6732
O 0.3641 3.1407 0.2098
H 1.0458 3.6319 0.7106
C -2.2246 1.8891 -1.1173
H -3.0910 1.7991 -1.7895
H -2.2068 2.9135 -0.7201
H -1.3219 1.6956 -1.7133
C -4.0098 1.0489 1.0113
H -3.8809 1.9567 1.6137
H -4.8143 1.2181 0.2826
H -4.2940 0.2323 1.6869
C 1.9199 -2.1903 1.7977
H 2.9208 -2.6054 1.6228
H 1.6778 -2.1953 2.8631
H 1.1965 -2.8074 1.2514
C 3.3618 0.3617 1.6735
H 3.1650 0.6965 2.7007
H 4.2387 -0.2990 1.6739
H 3.5823 1.2414 1.0527
O 0.1646 -0.1156 5.7997
C 0.3747 0.1589 4.6610
N 0.6137 0.4468 3.5139

## Properties
- Orbital gap (spin up / spin down): 0.1679 / 0.1679 Eh
- Total charge: +1
- Energy relative to the best compared isomer or geometry (same formula, charge and spin): 14.0 kcal/mol
- Calculated total energy: -44683.60748 eV
- LUMO (spin up / spin down): -4.4 / -4.4 eV


Entry from the OMol25 dataset: the ion C12H23N2O4 with charge -1 (ωB97M-V/def2-TZVPD).

Cartesian coordinates (Å):
C -1.3280 2.7785 3.4077
C -0.6821 3.2380 2.1226
O -0.0567 4.2704 2.0318
N -0.9230 2.3669 1.0032
C -1.3560 3.1361 -0.1636
C 0.2787 1.5626 0.6953
C 0.4114 0.3675 1.6303
C -0.7233 -0.6621 1.5670
C -1.2866 -1.0037 0.1885
C -0.5196 -2.1314 -0.5393
N 0.9104 -2.1247 -0.2072
C 1.7546 -1.3304 -1.0754
C 1.8597 -1.7451 -2.5610
C 1.0701 -0.8631 -3.5079
O 3.2234 -1.6635 -3.0183
C -1.1652 -3.5040 -0.1634
O -2.1167 -3.8340 -0.8917
O -0.6955 -4.0665 0.8438
H -2.3377 3.1976 3.4474
H -0.7662 3.1575 4.2622
H -1.4133 1.6945 3.4379
H -1.6194 2.4315 -0.9528
H -2.2472 3.7153 0.0863
H -0.5842 3.8233 -0.5344
H 0.1784 1.2407 -0.3418
H 1.1867 2.1821 0.7418
H 0.4627 0.7571 2.6560
H 1.3739 -0.1209 1.4516
H -1.5427 -0.3304 2.2137
H -0.3550 -1.6039 1.9853
H -2.3086 -1.3680 0.3272
H -1.3810 -0.1191 -0.4527
H -0.6846 -2.0205 -1.6146
H 1.2267 -3.0879 -0.1887
H 2.7699 -1.3468 -0.6562
H 1.4298 -0.2830 -1.0337
H 1.5190 -2.7849 -2.6520
H 0.0061 -0.9024 -3.2780
H 1.2342 -1.1667 -4.5428
H 1.4127 0.1705 -3.3973
H 3.7840 -2.0271 -2.3270

## Properties
- Structure (SMILES): CC(=O)N(C)CCCC[C@@H](NC[C@@H](C)O)C(=O)[O-]
- Orbital gap: 0.2656 Eh
- Total charge: -1
- Energy relative to the best compared isomer or geometry (same formula, charge and spin): 0.0 kcal/mol
- Calculated total energy: -23988.64949 eV
- LUMO: 2.9 eV


Entry from the OMol25 dataset: the ion C12H23N2O6 with charge +1 in a non-equilibrium geometry (ωB97M-V/def2-TZVPD).

Cartesian coordinates (Å):
C 1.5327 3.3951 0.6893
C 0.4156 3.4347 1.7271
O -0.6871 2.6505 1.2984
C -1.9344 3.1301 1.7657
C -2.9163 1.9531 2.0201
O -2.4560 0.7369 1.4401
C -2.7850 0.6384 0.0704
C -1.8666 -0.3955 -0.5256
O -0.6290 0.2142 -0.9163
C 0.5132 -0.4648 -0.6002
N 0.8478 -1.5352 -1.6572
C 0.6892 -0.9907 -3.0251
C 2.3261 -1.9139 -1.4791
O 2.6548 -2.0012 -0.1427
C 2.6962 -3.3093 0.3942
C 1.8239 -3.4879 1.5888
O 3.3938 -4.1398 -0.0943
N 0.1181 -2.7426 -1.3760
C -0.7946 -3.0489 -2.1526
O -1.6307 -3.3307 -2.8676
H 2.4883 3.4631 1.2011
H 1.5032 2.4627 0.1279
H 1.3993 4.2072 -0.0207
H 0.8011 3.0334 2.6699
H 0.1305 4.4721 1.9059
H -1.8329 3.7310 2.6673
H -2.3630 3.7546 0.9747
H -3.0158 1.7918 3.0889
H -3.8835 2.1827 1.5724
H -3.8179 0.2896 -0.0293
H -2.6559 1.5778 -0.4718
H -2.3385 -0.8290 -1.4134
H -1.7402 -1.1938 0.2079
H 0.4336 -0.9415 0.3714
H 1.3383 0.2422 -0.6542
H 0.9575 -1.7323 -3.7724
H 1.3963 -0.1698 -3.1267
H -0.2965 -0.5634 -3.1729
H 2.4407 -2.8851 -1.9596
H 2.9484 -1.1645 -1.9568
H 1.8809 -2.5904 2.2058
H 0.7838 -3.5703 1.2775
H 2.1304 -4.3610 2.1498

## Properties
- Structure (SMILES): CCOCCOCCOC[N@@+](C)(COC(C)=O)N=C=O
- Orbital gap: 0.3112 Eh
- Total charge: +1
- Calculated total energy: -28072.30148 eV
- LUMO: -3.6 eV


Entry from the OMol25 dataset: a structure of composition C12H24As2F12O12Tl in a non-equilibrium geometry (ωB97M-V/def2-TZVPD).

Cartesian coordinates (Å):
Tl -0.4551 0.6097 -0.4803
As -1.7923 -2.3944 -3.5674
F -3.3810 -2.0253 -2.9549
F -1.2374 -0.9817 -2.6458
F -0.1472 -2.6966 -4.0232
F -2.3992 -3.6517 -4.5549
F -1.9698 -1.3264 -4.9160
F -1.5595 -3.4431 -2.2130
As 0.0887 2.2494 3.7037
F 0.1350 1.6235 2.0133
F -1.1381 1.0534 4.0658
F 0.0208 2.8619 5.2917
F 1.3465 3.3200 3.2393
F -1.1507 3.3030 3.1522
F 1.2669 1.0673 4.1542
C -3.1907 -3.6251 0.5781
O -4.1740 -2.6084 0.3094
C -3.8365 -1.4307 -0.1236
O -2.6632 -1.1420 -0.3649
O -4.7632 -0.5433 -0.1047
C -6.1472 -0.8882 0.0061
H -2.1849 -3.3113 0.3139
H -3.4277 -4.5175 0.0065
H -3.2414 -3.8543 1.6403
H -6.2576 -1.8397 0.5194
H -6.6177 -1.0042 -0.9688
H -6.6900 -0.1256 0.5546
C -3.0262 -1.3385 4.3863
O -2.5776 -1.2279 3.0275
C -1.3302 -1.4237 2.7661
O -0.8637 -1.1700 1.6468
O -0.5987 -1.8912 3.7201
C 0.8414 -1.8706 3.6583
H -4.0375 -0.9587 4.4848
H -2.3676 -0.7735 5.0416
H -3.0629 -2.3781 4.7103
H 1.1761 -0.9342 3.2364
H 1.1930 -2.7043 3.0492
H 1.2462 -2.0147 4.6528
C 4.5944 3.2046 1.0810
O 3.2143 2.8589 0.9184
C 2.5961 3.0309 -0.2114
O 1.5820 2.4137 -0.4835
O 3.1747 3.9172 -0.9924
C 2.6166 4.1071 -2.3007
H 4.8540 2.9422 2.0976
H 4.7866 4.2512 0.8581
H 5.1926 2.6234 0.3772
H 1.7393 4.7489 -2.2301
H 2.2916 3.1537 -2.7173
H 3.3590 4.5575 -2.9483
C 4.9586 1.0787 -2.6300
O 3.7304 0.7743 -1.9290
C 2.7431 0.1927 -2.5710
O 1.6935 -0.0874 -1.9989
O 3.0024 -0.0617 -3.8206
C 1.9440 -0.6877 -4.6099
H 4.7298 1.6773 -3.5103
H 5.4487 0.1705 -2.9730
H 5.5613 1.6119 -1.9065
H 0.9997 -0.2075 -4.3841
H 1.9735 -1.7620 -4.4734
H 2.1880 -0.5017 -5.6531

## Properties
- Orbital gap: 0.1474 Eh
- Total charge: +1
- Energy relative to the best compared isomer or geometry (same formula, charge and spin): 0.2 kcal/mol
- Calculated total energy: -196376.59923 eV
- LUMO: -10.5 eV


Entry from the OMol25 dataset: a structure of composition C12H24AuB11Br6NS (ωB97M-V/def2-TZVPD).

Cartesian coordinates (Å):
Au 0.9247 0.0754 0.6353
Br -1.2578 -0.3167 1.8812
B -0.9777 -2.2562 2.2013
B -2.0242 -3.2823 3.1747
C -1.8255 -4.8170 2.4812
B -1.9301 -3.5090 1.4128
B -0.8495 -4.8846 1.0976
B -0.2738 -5.4938 2.6611
B -1.0062 -4.5073 3.9445
B -0.4178 -2.8478 3.7807
Br -0.1702 -1.6267 5.2576
B 0.6778 -4.2330 3.4663
Br 2.1784 -4.6240 4.6110
B 0.7738 -4.4677 1.6851
Br 2.3873 -5.0584 0.7916
B -0.2702 -3.2450 0.9253
Br 0.1899 -2.4644 -0.8206
B 0.6669 -2.8395 2.3898
Br 2.1522 -1.5526 2.2954
H -3.0439 -2.9580 3.6700
H -2.6680 -5.4896 2.5269
H -2.8815 -3.3254 0.7402
H -1.0730 -5.6247 0.2085
H -0.1321 -6.6525 2.8203
H -1.3468 -5.0150 4.9506
C 3.6930 -1.0167 -0.6703
S 2.8568 0.5749 -0.5441
C 2.3701 0.7790 -2.2649
H 4.4269 -0.9041 -1.4684
H 2.9914 -1.8188 -0.8917
H 4.1996 -1.2089 0.2706
H 1.9314 -0.1444 -2.6397
H 3.2710 1.0310 -2.8226
H 1.6570 1.5944 -2.3247
C 2.3287 4.1802 0.0747
N 1.3894 4.3515 1.1609
C 2.0281 4.8117 2.3783
C 0.5042 3.2380 1.4144
C -0.2005 2.7622 0.1643
C -1.0574 3.6527 -0.4925
C -1.7559 3.2872 -1.6281
C -1.6269 2.0043 -2.1460
C -0.7977 1.0851 -1.5194
C -0.1083 1.4971 -0.3915
H 2.8671 5.1141 -0.0804
H 1.8080 3.9385 -0.8524
H 3.0828 3.3971 0.2746
H 2.5979 5.7171 2.1754
H 2.7145 4.0592 2.8030
H 1.2731 5.0436 3.1300
H -0.2576 3.5733 2.1236
H 1.0237 2.3951 1.9160
H -1.1572 4.6520 -0.0848
H -2.4139 3.9994 -2.1077
H -2.1786 1.7066 -3.0280
H -0.7136 0.0767 -1.9025

## Properties
- Orbital gap: 0.2269 Eh
- Total charge: +1
- Energy relative to the best compared isomer or geometry (same formula, charge and spin): 0.0 kcal/mol
- Calculated total energy: -456549.75494 eV
- LUMO: -5.3 eV


Entry from the OMol25 dataset: a structure of composition C12H24BF6NO5P in a non-equilibrium geometry (ωB97M-V/def2-TZVPD).

Cartesian coordinates (Å):
C -1.2445 3.8074 -4.9960
C -1.8453 2.7683 -3.8966
C -0.5773 2.0461 -3.1483
N -0.3550 0.6061 -3.5536
P 0.8665 0.4310 -4.8325
B 0.1387 -0.0297 -6.5667
C 0.0412 0.9860 -7.8492
O -0.3275 -1.4300 -6.7267
H -0.4973 4.5080 -4.4141
H -0.5861 3.1992 -5.7429
H -2.0823 4.4329 -5.5131
H -2.3885 3.4267 -3.0814
H -2.6455 2.0318 -4.2975
H 0.3555 2.7316 -3.2264
H -0.8637 2.0231 -2.0036
H 0.1099 0.1305 -2.6512
H 1.6885 -0.7170 -4.4490
H 1.7985 1.5430 -4.9253
H -0.8870 0.6225 -8.4811
H 1.0359 0.8773 -8.4753
H -0.0739 2.1045 -7.5539
H -1.3076 -1.4014 -6.4952
C -1.9542 -1.5509 2.9689
C -0.7031 -2.1209 2.3281
O -0.8356 -2.1549 0.8977
C -0.5946 -0.9852 0.2463
O -0.2862 0.0529 0.8018
C -0.7221 -1.1757 -1.2631
F -1.8255 -1.8831 -1.6113
F 0.3379 -1.8464 -1.7858
F -0.7988 0.0086 -1.9473
H -2.8396 -2.1061 2.6433
H -1.8874 -1.5983 4.0585
H -2.1082 -0.5087 2.6766
H -0.5620 -3.1548 2.6576
H 0.1923 -1.5643 2.6241
C 3.6144 -0.8968 6.0779
C 2.5524 0.0860 6.5337
O 1.2693 -0.5531 6.6105
C 1.0297 -1.2821 7.7373
O 1.8288 -1.4121 8.6447
C -0.3821 -1.8627 7.7108
F -0.6989 -2.4177 6.5106
F -1.3275 -0.9174 7.9521
F -0.5720 -2.8344 8.6372
H 3.3230 -1.3662 5.1328
H 4.5750 -0.3938 5.9420
H 3.7452 -1.7025 6.8051
H 2.4611 0.8925 5.7996
H 2.8152 0.5502 7.4901

## Properties
- Orbital gap: 0.3192 Eh
- Total charge: +1
- Calculated total energy: -50819.25403 eV
- LUMO: -4.4 eV


Entry from the OMol25 dataset: a cluster of 11 separate species, C12H24Cl20N5O2 in total in a non-equilibrium geometry (ωB97M-V/def2-TZVPD).

Cartesian coordinates (Å):
N 5.1911 1.3429 0.8306
C 3.9156 1.7079 1.0030
N 2.9739 1.1831 0.1740
C 1.8475 1.7002 0.5984
O 0.6120 1.5253 0.1209
N -0.2062 0.5858 0.9525
O 0.4335 -0.2368 1.4240
N 2.0335 2.5008 1.6503
N 3.3595 2.5336 1.9029
H 5.7438 0.9590 1.5778
H 5.6078 1.3737 -0.0840
H 1.3464 3.0134 2.1833
H 3.8284 3.0784 2.6200
C -1.1397 -0.9419 4.4214
Cl -0.7701 -1.6725 5.9863
Cl -2.3324 0.3509 4.5642
H -0.2286 -0.5272 4.0068
H -1.5340 -1.7060 3.7627
C 6.7743 -1.8227 -0.6071
Cl 7.5815 -0.2495 -0.4324
Cl 5.4068 -1.9961 0.4969
H 6.4153 -1.9159 -1.6250
H 7.4950 -2.6021 -0.3908
C 10.1713 0.5449 2.4027
Cl 8.4432 0.5075 2.8025
Cl 11.1587 0.8073 3.8378
H 10.4429 -0.4044 1.9563
H 10.3479 1.3526 1.7023
C 4.7704 4.2537 -1.9184
Cl 5.6966 2.8678 -2.5022
Cl 4.4962 4.1382 -0.1687
H 5.3232 5.1619 -2.1271
H 3.8101 4.2730 -2.4197
C 6.9510 3.5559 4.8241
Cl 5.5134 4.1703 3.9796
Cl 6.6821 1.9463 5.4742
H 7.7724 3.5202 4.1173
H 7.1857 4.2294 5.6399
C -4.4399 -3.1077 3.7941
Cl -3.8264 -2.0010 2.5480
Cl -4.5182 -4.7679 3.2117
H -3.7746 -3.0671 4.6498
H -5.4350 -2.7880 4.0796
C -5.9605 -2.5549 -0.5629
Cl -7.3255 -1.8687 -1.4566
Cl -6.3268 -4.1650 0.0571
H -5.1085 -2.6242 -1.2293
H -5.7302 -1.9039 0.2721
C -7.6996 -1.2603 -5.1494
Cl -7.0698 -0.1763 -6.3959
Cl -7.7977 -2.9283 -5.7258
H -7.0388 -1.2280 -4.2920
H -8.6921 -0.9294 -4.8670
C -7.7611 3.6110 -5.3958
Cl -7.4160 2.9084 -3.8094
Cl -8.9348 4.9259 -5.2872
H -6.8388 3.9999 -5.8106
H -8.1626 2.8352 -6.0373
C -8.6909 -6.2916 -5.1568
Cl -7.7610 -7.7042 -5.6719
Cl -9.1188 -6.3782 -3.4446
H -8.0910 -5.4038 -5.3154
H -9.6014 -6.2410 -5.7422

## Properties
- Orbital gap: 0.2751 Eh
- Total charge: +1
- Calculated total energy: -274817.50029 eV
- LUMO: -4.3 eV


Entry from the OMol25 dataset: a structure of composition C12H24CrN3O4P2 (ωB97M-V/def2-TZVPD).

Cartesian coordinates (Å):
Cr -0.8688 0.0910 0.2221
C 2.6735 -0.4690 1.1092
P 1.5342 0.5392 0.1073
C 2.4050 0.6264 -1.4963
C 1.7717 2.2475 0.7472
C 0.8488 3.1993 -0.0144
P -0.9424 2.5642 -0.0923
C -1.6081 3.5162 1.3160
C -1.4213 3.4725 -1.6025
H 2.6942 -1.4719 0.6817
H 2.2936 -0.5251 2.1295
H 3.6835 -0.0518 1.1172
H 3.4034 1.0581 -1.3892
H 1.8280 1.2314 -2.1957
H 2.4667 -0.3839 -1.8973
H 2.8253 2.5335 0.6569
H 1.5276 2.2342 1.8114
H 1.1934 3.2739 -1.0514
H 0.8945 4.2127 0.3988
H -1.4950 4.5899 1.1463
H -1.0483 3.2410 2.2121
H -2.6565 3.2689 1.4578
H -0.8393 4.3912 -1.7096
H -2.4872 3.6874 -1.5780
H -1.2439 2.8257 -2.4634
O -3.9388 1.8565 -1.2208
N -3.0254 1.5957 -0.4143
O -2.4907 0.2724 -0.6246
C -0.5787 0.1878 2.2771
H -1.5982 0.3091 2.6589
H 0.0411 0.9786 2.7171
H -0.2161 -0.7786 2.6428
C 0.9581 -4.6455 -1.8289
N -0.0025 -4.0250 -0.9415
C -0.9382 -4.7668 -0.2702
C -1.7992 -4.2001 0.5788
C -1.7534 -2.7504 0.7886
O -2.5081 -2.1896 1.5699
N -0.8056 -2.0493 0.0713
C 0.0922 -2.6447 -0.7355
O 0.9922 -2.0389 -1.3369
H 0.6020 -5.6399 -2.0966
H 1.9409 -4.7320 -1.3595
H 1.0698 -4.0445 -2.7271
H -0.9270 -5.8285 -0.4814
H -2.5470 -4.7687 1.1093

## Properties
- Orbital gap (spin up / spin down): 0.1699 / 0.2536 Eh
- Total charge: -1
- Energy relative to the best compared isomer or geometry (same formula, charge and spin): 33.6 kcal/mol
- Multiplicity: 5
- Calculated total energy: -72492.52778 eV
- LUMO (spin up / spin down): 2.8 / 2.8 eV